Arrangement 1

C3H10NO2 | ωB97M-V with the def2-TZVPD basis set

Frontier orbital gap = 12.49 eV
HOMO = -15.75 eV
LUMO = -3.27 eV

```
! wB97M-V def2-TZVPD RIJCOSX def2/J DEFGRID3
* xyz 1 1
C -0.630 0.779 -1.169
N 0.344 0.270 -0.225
C 1.263 -0.830 -0.847
C -0.465 -0.213 1.042
O -1.137 1.126 1.450
O 0.302 -0.617 1.992
H -1.209 -0.116 -1.418
H -1.325 1.599 -0.849
H -0.161 1.157 -2.097
H 0.846 1.130 -0.005
H 1.715 -1.338 -0.023
H 0.510 -1.397 -1.500
H 1.879 -0.367 -1.483
H -1.372 -0.767 0.615
H -0.852 1.211 2.407
H 0.291 -1.627 2.109
*
```

Results of the Löwdin charge analysis, in e, for atoms 1 through 8:
1 C -0.04
2 N -0.13
3 C 0.10
4 C -0.37
5 O -0.03
6 O 0.11
7 H 0.10
8 H 0.13



Arrangement 2

C3H10NO2 | ωB97M-V with the def2-TZVPD basis set

Frontier orbital gap = 12.83 eV
HOMO = -15.92 eV
LUMO = -3.10 eV

```
! wB97M-V def2-TZVPD RIJCOSX def2/J DEFGRID3
* xyz 1 1
O -0.570 1.262 -0.737
C -1.502 1.768 -1.300
O -1.394 2.356 -2.493
H -2.549 1.736 -0.960
H -2.010 1.929 -3.108
C 1.585 -0.827 -0.209
N 0.284 -0.713 0.508
C 0.283 -0.806 1.985
H 1.463 -0.415 -1.200
H 2.420 -0.531 0.415
H 1.757 -1.877 -0.357
H -0.294 -1.504 0.234
H -0.263 0.161 0.116
H 0.833 -1.697 2.289
H -0.737 -0.922 2.351
H 0.694 0.079 2.465
*
```

Results of the Löwdin charge analysis, in e, for atoms 1 through 8:
1 O 0.08
2 C -0.28
3 O 0.12
4 H 0.16
5 H 0.14
6 C 0.00
7 N -0.08
8 C -0.01



Most stable one: arrangement 2, least stable one: arrangement 1.